No. 1
C2H3Br4P as an isolated structure in a non-equilibrium geometry. Source: the Open Molecules 2025 dataset; level of theory: wB97M-V/def2-TZVPD.

Its charge is 0.

Atoms and positions in Å:
C (2.50, 0.09, -0.37)
C (2.04, 0.56, 0.82)
P (-2.82, -0.12, 0.14)
Br (-4.77, -0.91, 0.53)
Br (0.17, 0.74, 1.11)
Br (-1.92, -1.95, -0.53)
Br (-3.21, 0.70, -1.88)
H (3.66, 0.23, -0.38)
H (1.91, -0.34, -1.20)
H (2.43, 1.00, 1.76)

=====

No. 2
A 2-piece molecular cluster, C4H9O2 overall in a non-equilibrium geometry. Source: the Open Molecules 2025 dataset; level of theory: wB97M-V/def2-TZVPD.

As for the multiplicity: 2. As for the expectation value of S²: 0.750. Its charge is -2.

Atoms and positions in Å:
C (2.02, -0.06, 0.19)
C (2.73, -0.85, -0.95)
O (2.70, -2.10, -0.86)
O (3.46, -0.20, -1.73)
H (2.50, 0.73, 0.66)
H (1.56, -0.89, 0.77)
H (1.09, 0.34, -0.25)
C (-2.33, 0.65, -0.35)
C (-1.65, 0.08, 0.95)
H (-2.98, -0.11, -0.64)
H (-3.18, 1.39, -0.27)
H (-1.58, 0.98, -1.07)
H (-0.57, 0.03, 0.63)
H (-2.19, -0.84, 1.18)
H (-1.58, 0.82, 1.74)

=====

For reference, energy above the lowest of the compared OMol25 structures with the same formula, charge and spin by record: 0.852, 1.055 eV.
For reference, E by record: -291581.634, -8385.312 eV.